(1)
The following is a DFT calculation (ωB97M-V with the def2-TZVPD basis set) of a 3-piece molecular cluster, C2H10N2O2 overall in a non-equilibrium geometry.

Last column: Mulliken charge in e.
Positions of all 16 atoms, in Å:
1 O -2.39271 -0.39210 -1.77919  -0.70
2 O -1.81120 1.92607 0.16774  -0.59
3 N 0.58867 -0.59928 -1.30073  -0.22
4 N 1.60721 -0.32772 2.24054  -0.46
5 C 0.93234 -0.19500 -0.04312  -0.17
6 C 1.38305 -0.95795 0.99442  -0.05
7 H -0.40133 -0.64069 -1.44590  0.32
8 H 1.09950 0.87404 0.17035  0.34
9 H -2.02179 2.59736 0.80438  0.31
10 H -2.52520 -0.20675 -2.71066  0.35
11 H 1.43233 -2.12870 0.86394  0.29
12 H -2.43107 0.52423 -1.43735  0.34
13 H 1.20282 -1.27012 -1.71724  0.27
14 H 1.63622 -1.10395 2.87666  0.33
15 H -0.88918 1.88437 0.19630  0.28
16 H 2.59036 0.01619 2.11985  0.33

Calculated values
* molecular weight: 94.1 g mol⁻¹
* electronic energy: -341.84565 Ha
* orbital gap (spin up / spin down): 10.999 / 7.319 eV
* LUMO level (spin up / spin down): -0.1479 / -0.2892 Eh
* multiplicity: 2
* HOMO energy (spin up / spin down): -15.0 / -15.2 eV
* ΔE to the lowest compared entry with this formula, charge and spin: 62.6 kJ/mol
* net charge: +1

***

(2)
The following is a DFT calculation (ωB97M-V with the def2-TZVPD basis set) of a single C20H25N3O7S molecule in a non-equilibrium geometry.

Last column: Mulliken charge in e.
Positions of all 56 atoms, in Å:
1 S -2.21666 -0.59629 -1.95291  1.41
2 O 5.76484 -0.98554 1.90134  -0.74
3 O 2.78813 0.75530 -0.51993  -0.88
4 O -6.13718 0.77395 2.11990  -0.49
5 O -1.78527 0.58116 -2.64759  -0.72
6 O 8.53080 1.77790 -0.81665  -0.37
7 O -2.72453 -1.69791 -2.71595  -0.77
8 O -5.84127 2.02246 0.23259  -0.39
9 N -3.34874 -0.24506 -0.76428  0.18
10 N 2.09372 -2.69474 1.52278  0.01
11 N 5.23809 0.77158 0.56931  -0.09
12 C -7.09221 2.38120 0.77280  -0.36
13 C 0.30618 -0.52257 -0.81869  -0.10
14 C -5.38660 0.87219 0.91658  0.92
15 C -4.73582 -0.36453 -1.16183  -0.76
16 C -0.88680 -1.19268 -0.91124  -0.54
17 C -1.11474 -2.36455 -0.19763  -0.63
18 C -5.61024 -0.40355 0.08603  -0.84
19 C -0.12953 -2.86934 0.61709  -1.26
20 C 6.53775 1.38914 0.59074  -0.86
21 C 3.28480 -2.07390 1.62246  -0.35
22 C -3.88924 1.03013 1.22344  -1.07
23 C -3.07884 0.99277 -0.06805  -0.64
24 C 2.60586 -0.29010 0.09880  1.44
25 C 4.97332 -0.38885 1.18993  0.58
26 C 7.22389 1.26376 -0.78270  -0.38
27 C 1.09816 -2.20118 0.72351  0.32
28 C -6.98168 1.90105 2.22123  -0.45
29 C 3.58765 -0.92140 0.96679  -0.55
30 C 8.61532 3.18163 -0.79713  -0.67
31 C 1.32485 -1.01476 0.00486  0.35
32 H 7.13980 0.87900 1.34657  0.37
33 H 9.65640 3.42585 -1.00042  0.25
34 H 8.33543 3.59922 0.17599  0.27
35 H -7.93114 1.58614 2.65463  0.30
36 H -7.21213 3.45903 0.67090  0.31
37 H -0.28644 -3.78093 1.17501  0.34
38 H -3.34206 1.85612 -0.69326  0.27
39 H -2.00901 1.02795 0.14634  0.55
40 H 6.59825 1.75254 -1.54660  0.32
41 H -4.82580 -1.28318 -1.74181  0.51
42 H -6.66130 -0.47150 -0.19556  0.36
43 H -2.06575 -2.85802 -0.31210  0.51
44 H -3.72938 1.97828 1.73680  0.42
45 H -7.90576 1.86331 0.24685  0.26
46 H 0.47185 0.38203 -1.38395  0.62
47 H 1.92550 -3.55153 2.03193  0.22
48 H 4.03451 -2.52251 2.26023  0.49
49 H 7.97972 3.62725 -1.57210  0.30
50 H -3.59506 0.21238 1.88093  0.25
51 H -5.35574 -1.25960 0.70959  0.29
52 H 4.51302 1.15930 -0.03070  0.26
53 H -5.03626 0.48778 -1.78755  0.35
54 H 6.42713 2.44313 0.86350  0.37
55 H 7.32329 0.20432 -1.03302  0.27
56 H -6.51666 2.66586 2.85711  0.27

Calculated values
* structure (SMILES): COCCNC(=O)c1c[nH]c2ccc(S(=O)(=O)N3CCC4(CC3)OCCO4)cc2c1=O
* molecular weight: 451.5 g mol⁻¹
* electronic energy: -1866.27513 Ha
* orbital gap: 8.897 eV
* LUMO level: -0.0053 Eh
* multiplicity: 1
* HOMO energy: -9.0 eV
* ΔE to the lowest compared entry with this formula, charge and spin: 58.5 kJ/mol
* net charge: 0

***

(3)
The following is a DFT calculation (ωB97M-V with the def2-TZVPD basis set) of C12H32N8O2Ru as an isolated structure.

Last column: Mulliken charge in e.
Positions of all 55 atoms, in Å:
1 Ru 0.28798 -0.07218 0.24150  0.30
2 O -2.16742 0.78940 -2.84349  -0.64
3 O -1.30216 0.48879 -0.81801  -0.39
4 N -1.65654 1.95752 -5.43715  0.02
5 N -0.61872 0.07120 2.12913  0.58
6 N -3.18126 1.98869 -7.15892  -0.38
7 N -0.72715 -1.95712 0.21684  -0.38
8 N -1.07006 2.82239 -7.51060  -0.33
9 N 1.08821 -0.16363 -1.76765  -0.36
10 N 0.51605 2.02158 0.50018  -0.39
11 N 1.96443 -0.63054 1.45892  -0.36
12 C 0.24369 -0.05779 -4.17804  -1.22
13 C 0.24669 -0.57439 3.16274  -0.53
14 C -0.48162 2.40412 -4.69745  -1.29
15 C -1.67942 -2.03468 1.38727  -1.02
16 C 1.69455 -0.25157 2.87982  -0.80
17 C -0.71236 2.41295 1.27465  -0.69
18 C -1.27646 0.39257 -2.13662  0.26
19 C -0.82478 1.51631 2.48986  -0.87
20 C -1.96270 2.26208 -6.69930  0.82
21 C -1.91550 -0.65372 1.97937  -0.64
22 C -0.05951 -0.34025 -2.70692  0.20
23 C 0.63923 1.36046 -4.60803  -0.29
24 H 2.12056 -1.63781 1.41197  0.31
25 H -0.17294 -2.81096 0.18728  0.31
26 H 2.85376 -0.23087 1.16218  0.30
27 H -1.25969 -2.72360 2.11616  0.48
28 H -0.83724 2.69209 -3.71024  0.25
29 H 1.34726 2.30912 1.01614  0.29
30 H -2.34287 1.45927 -4.88639  0.26
31 H 0.52955 2.55580 -0.36595  0.28
32 H 1.42649 1.77655 -3.96873  0.36
33 H -0.09559 3.31741 -5.15139  0.53
34 H -2.54171 -0.05671 1.31666  0.44
35 H -3.41201 2.10216 -8.13257  0.21
36 H -2.41937 -0.74124 2.94539  0.51
37 H 1.04298 -0.73935 -4.47884  0.49
38 H 1.57985 0.69770 -2.00206  0.26
39 H -1.79450 1.64707 2.97193  0.39
40 H 2.35621 -0.78095 3.56463  0.51
41 H -2.62732 -2.46236 1.06509  0.45
42 H 1.90242 0.81323 2.98648  0.32
43 H 1.77047 -0.89927 -1.93843  0.39
44 H -1.28011 -1.96545 -0.63658  0.26
45 H -0.32161 -1.40266 -2.64917  0.37
46 H -1.55870 2.28721 0.60448  0.38
47 H -0.05145 -0.25352 4.16256  0.40
48 H -0.10661 2.93052 -7.24910  0.19
49 H -0.63410 -0.37553 -4.74324  0.43
50 H 1.10821 1.26106 -5.58929  0.37
51 H -0.06795 1.79178 3.22431  0.44
52 H -1.33773 3.15992 -8.42112  0.22
53 H -0.65713 3.45794 1.57927  0.54
54 H -3.92810 1.72657 -6.53765  0.20
55 H 0.10685 -1.65313 3.11777  0.30

Calculated values
* molecular weight: 421.5 g mol⁻¹
* electronic energy: -1159.08278 Ha
* orbital gap (spin up / spin down): 10.032 / 7.733 eV
* LUMO level (spin up / spin down): -0.3024 / -0.3869 Eh
* multiplicity: 2
* HOMO energy (spin up / spin down): -18.3 / -18.3 eV
* ΔE to the lowest compared entry with this formula, charge and spin: 0.0 kJ/mol
* net charge: +3

***

(4)
The following is a DFT calculation (ωB97M-V with the def2-TZVPD basis set) of C3HOS4 as an isolated structure in a non-equilibrium geometry.

Last column: Mulliken charge in e.
Positions of all 9 atoms, in Å:
1 S -2.25244 0.61294 -0.05830  -0.06
2 S 0.56761 -2.74587 0.02659  -0.39
3 S -0.29716 2.65964 0.06954  -0.41
4 S -2.48287 -1.34355 0.07954  -0.61
5 O 1.75537 0.73469 0.11377  -0.44
6 C 0.49044 -1.18514 0.02450  -0.51
7 C 0.54575 0.14664 0.03218  1.22
8 C -0.57894 1.07671 0.05035  -0.12
9 H 2.25223 0.04394 -0.33818  0.30

Calculated values
* molecular weight: 181.3 g mol⁻¹
* electronic energy: -1782.90292 Ha
* orbital gap: 5.690 eV
* LUMO level: 0.0989 Eh
* multiplicity: 1
* HOMO energy: -3.0 eV
* ΔE to the lowest compared entry with this formula, charge and spin: 177.6 kJ/mol
* net charge: -1

***

(5)
The following is a DFT calculation (ωB97M-V with the def2-TZVPD basis set) of a single C11H10N2O2S molecule in a non-equilibrium geometry.

Last column: Mulliken charge in e.
Positions of all 26 atoms, in Å:
1 S 2.18748 -1.43465 1.18416  -0.17
2 O -3.70604 1.59585 0.99979  -0.63
3 O -1.76094 -0.76089 -0.76783  -0.23
4 N -1.54792 1.83381 0.45213  -0.11
5 N -0.24604 1.50862 0.25921  -0.45
6 C 3.72402 -1.18201 0.46985  -0.44
7 C -2.68010 1.07706 0.59804  0.34
8 C 2.55532 0.68027 -0.26181  0.31
9 C -2.64048 -0.32838 0.16664  0.26
10 C 3.77116 -0.03551 -0.26074  -0.72
11 C -2.02397 -2.05422 -0.98790  -0.42
12 C -3.06177 -2.47970 -0.21374  -0.50
13 C 0.23246 0.41925 0.72838  -0.34
14 C 1.58610 0.04430 0.48868  0.65
15 C -3.47349 -1.35550 0.53280  -0.39
16 C 2.33626 1.96432 -0.97791  -1.14
17 H 4.65079 0.29339 -0.78553  0.39
18 H -3.48169 -3.46371 -0.18290  0.46
19 H 1.41943 1.91263 -1.56122  0.31
20 H 3.17860 2.18813 -1.62721  0.38
21 H 4.50527 -1.89768 0.63327  0.45
22 H 2.21043 2.77458 -0.26163  0.28
23 H -1.69833 2.83531 0.50956  0.29
24 H -0.35421 -0.28119 1.32992  0.46
25 H -4.26649 -1.29523 1.24872  0.52
26 H -1.41586 -2.55884 -1.71273  0.47

Calculated values
* structure (SMILES): Cc1ccsc1/C=N/NC(=O)c1ccco1
* molecular weight: 234.3 g mol⁻¹
* electronic energy: -1083.29478 Ha
* orbital gap: 8.296 eV
* LUMO level: 0.0043 Eh
* multiplicity: 1
* HOMO energy: -8.2 eV
* ΔE to the lowest compared entry with this formula, charge and spin: 29.9 kJ/mol
* net charge: 0

***

(6)
The following is a DFT calculation (ωB97M-V with the def2-TZVPD basis set) of H2ORb as an isolated structure.

Last column: Mulliken charge in e.
Positions of all 4 atoms, in Å:
1 Rb -1.04873 1.78156 -0.79570  0.99
2 O 0.40532 -0.68106 -0.11139  -0.69
3 H -0.38306 -0.82338 0.41248  0.34
4 H 1.02646 -0.27711 0.49462  0.36

Calculated values
* molecular weight: 103.5 g mol⁻¹
* electronic energy: -100.31582 Ha
* orbital gap: 12.208 eV
* LUMO level: -0.1613 Eh
* multiplicity: 1
* HOMO energy: -16.6 eV
* ΔE to the lowest compared entry with this formula, charge and spin: 37.9 kJ/mol
* net charge: +1

***

Which formula does entry 4 have?
C3HOS4